Entry 1:
A cluster of 2 separate species, C4H9S in total, computed with wB97M-V/def2-TZVPD.

```
14
Properties=species:S:1:pos:R:3
C 1.78883 -0.41305 -0.78461
C 1.00942 0.50456 0.09956
C -0.23733 0.89750 -0.13758
C -1.23846 1.21516 0.93351
H 1.40334 -0.39724 -1.80459
H 2.86276 -0.20442 -0.79093
H 1.63848 -1.43406 -0.42373
H 1.41748 0.72005 1.08696
H -0.66154 0.69028 -1.11643
H -0.77039 1.54916 1.86099
H -1.92355 1.99998 0.59107
H -1.84246 0.31925 1.09036
S -1.42831 -2.12228 -0.24429
H -2.01825 -3.32489 -0.36028
```

Calculated values
lowest unoccupied orbital energy	4.221	eV
orbital gap	6.794	eV
HOMO level	-2.6	eV
molar mass	89.2	g mol⁻¹
charge	-1

***

Entry 2:
A cluster of 6 separate species, C25H59B2F8N5O3 in total, computed with wB97M-V/def2-TZVPD.

```
102
Properties=species:S:1:pos:R:3
C 0.21560 -0.95723 -6.83117
C -1.22873 -0.44138 -6.86893
N -1.84574 -0.19374 -5.49009
C -2.19180 -1.51382 -4.85707
C -0.94233 0.53934 -4.49279
C -0.60541 1.98791 -4.82399
C -3.10107 0.68316 -5.75441
C -4.09208 1.00714 -4.65034
O -4.86944 -0.14286 -4.54339
C -5.85886 -0.24518 -3.50171
H 0.99690 -0.21044 -6.68440
H 0.42897 -1.28314 -7.83532
H 0.28437 -1.79066 -6.13632
H -1.95113 -1.10207 -7.34287
H -1.31043 0.54530 -7.32251
H -2.83263 -2.08403 -5.48177
H -2.65647 -1.26494 -3.84852
H -1.27556 -2.09972 -4.65506
H -0.04586 -0.04326 -4.43533
H -1.25330 0.36003 -3.46703
H 0.24359 2.35331 -4.15424
H -1.36802 2.66851 -4.63357
H -0.33438 2.16314 -5.87473
H -3.68839 0.23393 -6.58332
H -2.68853 1.64736 -6.07784
H -4.60282 1.84035 -5.10095
H -3.58951 1.23845 -3.69720
H -6.67013 -0.88961 -3.80319
H -6.33351 0.68622 -3.26642
H -5.36944 -0.74348 -2.64899
C 2.64674 2.53302 3.27155
C 4.04615 2.58747 3.80065
N 5.09432 1.87112 2.93503
C 5.11894 2.55552 1.64599
C 6.49033 2.02806 3.69805
C 7.71803 1.88630 2.77703
C 4.77390 0.43372 2.72844
C 4.54282 -0.42975 4.07066
O 3.37006 -0.00935 4.70700
C 3.25509 -0.37984 6.06091
H 2.20739 1.56029 3.06268
H 2.48979 3.04765 2.32420
H 1.98562 2.98634 4.02412
H 4.10113 2.19607 4.80637
H 4.43872 3.60552 3.68795
H 4.21720 2.46375 1.07072
H 5.96525 2.19448 1.01041
H 5.27416 3.65201 1.73094
H 6.42875 1.31705 4.51879
H 6.38293 3.03793 4.03219
H 7.82115 2.62651 2.01204
H 7.82240 0.88424 2.40702
H 8.45949 2.16577 3.54509
H 5.54068 -0.14541 2.19770
H 3.76987 0.19263 2.14666
H 5.35022 -0.44125 4.77732
H 4.40754 -1.44787 3.63594
H 3.56789 -1.47123 6.24955
H 2.20645 -0.40646 6.28257
H 3.71631 0.36812 6.74475
C -2.11522 -1.21476 4.98996
C -1.99639 -0.62762 3.50182
N -3.13549 0.24814 3.28784
C -3.32638 1.57180 3.67668
C -4.49495 1.97903 3.13687
N -5.03026 0.90263 2.52891
C -4.15668 -0.08964 2.51446
C -6.18965 0.99827 1.56428
H -2.24580 -0.45466 5.77969
H -1.31439 -1.85314 5.27229
H -3.00672 -1.86400 5.06488
H -2.06826 -1.43935 2.76999
H -1.11019 -0.08158 3.37655
H -2.74794 2.17395 4.32956
H -4.95712 2.91642 3.15634
H -4.20677 -1.04375 2.04736
H -6.64083 -0.00621 1.48493
H -5.83556 1.38933 0.60098
H -6.85652 1.71991 1.94414
C -0.92034 -3.95720 -2.15761
C 0.30613 -3.09218 -1.92237
O 1.01220 -2.70509 -2.77369
N 0.66174 -2.69585 -0.54026
H 1.61170 -2.28273 -0.54892
H -0.04154 -2.03630 -0.27126
C 0.53543 -3.70956 0.58398
H -0.95157 -4.84321 -1.53392
H -0.87354 -4.23707 -3.19472
H -1.79917 -3.31234 -2.04540
H -0.52920 -3.98255 0.66194
H 0.88867 -3.18103 1.42471
H 1.06098 -4.58827 0.27069
B 1.86731 -0.11626 0.28337
F 2.48883 1.09434 0.40409
F 1.39123 -0.54784 1.52055
F 0.73991 -0.02059 -0.55792
F 2.87917 -1.11817 -0.17197
B -2.72024 -0.83751 -0.32531
F -2.31088 -0.91014 -1.65779
F -2.48051 0.47635 0.21758
F -4.07470 -1.23614 -0.27655
F -1.97967 -1.79644 0.48436
```

Calculated values
lowest unoccupied orbital energy	-3.291	eV
orbital gap	10.790	eV
HOMO level	-14.1	eV
molar mass	651.4	g mol⁻¹
charge	+2

***

Entry 3:
The ion C5H12NO with charge +1, computed with wB97M-V/def2-TZVPD.

```
19
Properties=species:S:1:pos:R:3
C 0.96412 -1.94690 0.65312
C 0.44042 -0.75290 0.00701
N 1.13810 -0.82273 -1.57273
C 0.86214 0.60611 0.56366
C -0.18094 1.63048 0.02719
C -1.59672 1.34515 0.43120
O -2.26872 0.37516 0.22873
H 0.44621 -2.91667 0.37880
H 0.68636 -2.10998 1.71102
H 2.05473 -1.93028 0.53288
H -0.62989 -0.87622 -0.24704
H 2.10584 -0.45158 -1.52287
H 0.57439 -0.24147 -2.19890
H 1.12438 -1.85144 -1.87329
H 1.96144 0.77242 0.50702
H 1.22229 0.45327 1.55626
H -0.17166 1.86258 -1.07779
H 0.13159 2.61631 0.46963
H -2.25674 2.13930 0.85050
```

Calculated values
lowest unoccupied orbital energy	-3.517	eV
orbital gap	9.975	eV
HOMO level	-13.5	eV
molar mass	102.2	g mol⁻¹
charge	+1

***

Entry 4:
A structure of composition C29H40AsF7IrN8O3SSi, computed with wB97M-V/def2-TZVPD.

```
91
Properties=species:S:1:pos:R:3
Ir -0.98906 0.83782 -1.47269
C 1.05859 1.62837 6.25978
C 1.70298 2.38990 5.10284
N 1.41881 1.73418 3.81560
C 0.45386 2.26462 3.03965
C 0.03746 1.70882 1.86067
C -0.99192 2.47394 1.04062
O -1.80375 3.14977 1.62855
O -0.83463 2.37293 -0.23941
C 0.52811 0.41096 1.44832
O 0.08335 -0.23549 0.49958
C 1.62792 -0.10500 2.27405
C 2.28685 -1.25889 1.89084
C 3.38929 -1.70184 2.58361
F 4.01053 -2.77259 2.11761
C 3.90362 -1.02856 3.71997
C 3.18510 0.09075 4.13041
C 2.07696 0.58268 3.42184
N 5.05036 -1.42903 4.39915
C 6.04146 -0.43783 4.80989
C 6.70643 -0.84235 6.11781
N 7.37678 -2.16492 5.92005
C 6.37065 -3.18937 5.49274
C 5.66354 -2.74256 4.21720
H 1.25937 2.15466 7.19099
H 1.43767 0.61000 6.33815
H -0.02293 1.58386 6.12967
H 2.77901 2.48548 5.23062
H 1.29592 3.39651 5.05017
H -0.00925 3.18405 3.37511
H 1.97580 -1.78759 0.99863
H 3.48824 0.59215 5.03610
H 5.59500 0.54236 4.93247
H 6.81135 -0.34370 4.02883
H 5.96699 -0.96187 6.90764
H 7.44159 -0.09982 6.42262
H 7.84864 -2.46227 6.77647
H 8.09987 -2.07401 5.20130
H 5.66084 -3.31120 6.30908
H 6.87836 -4.13655 5.32005
H 4.91344 -3.49551 4.00487
H 6.37680 -2.73420 3.38190
C -2.84678 -2.83082 -7.28608
Si -2.30611 -1.09597 -6.72920
C -3.84042 -0.04945 -6.42592
C -1.11060 -0.43307 -8.02687
C -1.41685 -1.36475 -5.03891
C -0.84411 -2.60368 -4.73109
C -0.42075 -2.89928 -3.44713
C -0.57430 -1.94898 -2.44018
N -1.03094 -0.73845 -2.72059
C -1.40813 -0.42506 -3.99373
S -1.75354 1.23822 -4.15310
H -3.53709 -2.71870 -8.12197
H -3.36175 -3.35155 -6.47639
H -1.99631 -3.42474 -7.62139
H -4.54428 -0.17251 -7.25006
H -3.60044 1.01291 -6.36565
H -4.35613 -0.34005 -5.50733
H -1.61287 -0.44470 -8.99460
H -0.20964 -1.04171 -8.09677
H -0.82362 0.59496 -7.79612
H -0.74631 -3.35251 -5.50766
H 0.01674 -3.85767 -3.20724
H -0.31449 -2.15126 -1.41142
F 1.02002 0.95618 -1.90205
As 2.71534 -0.00334 -1.90981
F 3.32335 1.40547 -2.61307
F 4.16767 -0.86215 -1.85984
F 2.88885 0.66595 -0.31413
F 1.82623 -1.31489 -1.15806
F 2.15028 -0.60324 -3.42266
C -6.14101 3.58278 -1.83984
C -6.95856 2.50184 -1.13949
C -7.47821 1.45493 -2.12020
C -6.16980 1.85246 0.01597
N -4.94595 1.20176 -0.43839
C -3.73492 1.72982 -0.56148
N -2.96231 0.77849 -1.06988
N -3.72585 -0.32302 -1.23982
N -4.91029 -0.07030 -0.86367
H -6.75605 4.09339 -2.57904
H -5.28664 3.15503 -2.37366
H -5.77917 4.33564 -1.13583
H -7.81400 2.97925 -0.65553
H -6.65780 0.95420 -2.63946
H -8.10698 1.92609 -2.87408
H -8.06947 0.69304 -1.61138
H -6.77594 1.08890 0.49940
H -5.88177 2.60686 0.74640
H -3.44828 2.73500 -0.30433
```

Calculated values
lowest unoccupied orbital energy (spin up / spin down)	-7.941 / -11.339	eV
multiplicity	5
orbital gap (spin up / spin down)	7.912 / 4.645	eV
HOMO level (spin up / spin down)	-15.9 / -16.0	eV
molar mass	1009.0	g mol⁻¹
charge	+3

***

Entry 5:
A structure of composition C30H34BrCaN6O3P, computed with wB97M-V/def2-TZVPD.

```
76
Properties=species:S:1:pos:R:3
Ca 1.77005 -0.06190 -0.34812
Br -7.93748 -1.07819 -1.94273
C -7.34306 -1.16938 -0.14742
C -7.02988 -2.32840 0.61315
C -6.22773 -2.18195 1.73069
C -5.90976 -0.90012 2.18208
C -6.64931 0.21518 1.73808
C -7.26453 0.12366 0.53279
N -4.78837 -0.77313 2.94346
N -4.26477 0.41223 2.84834
C -2.93652 0.56936 2.82639
C -2.41954 1.86454 2.93847
C -1.21992 2.15546 2.33721
C -0.49886 1.19203 1.58909
O 0.49381 1.48376 0.81610
C -0.88528 -0.19295 1.68331
N -0.21251 -1.15246 0.91409
C -0.51211 -2.44472 1.15438
C -1.27672 -2.80318 2.22820
C -2.06258 -1.85619 2.91548
C -1.97627 -0.50925 2.51471
H -7.48785 -3.24984 0.20986
H -5.78505 -3.08249 2.24205
H -6.45648 1.16972 2.26281
H -7.70050 1.03020 0.16175
H -3.07889 2.62052 3.37079
H -0.81042 3.15092 2.42967
H -0.04954 -3.15252 0.40643
H -1.26070 -3.87211 2.48465
H -2.73940 -2.24985 3.67297
O 0.77817 -3.40898 -2.69232
C 1.41626 -2.49225 -2.18973
O 0.88457 -1.37897 -1.83994
C 2.87933 -2.56956 -1.88016
C 3.70727 -3.65660 -2.27909
C 5.02094 -3.69581 -1.85969
C 5.61549 -2.53854 -1.20552
C 4.75371 -1.49528 -1.02443
N 3.42368 -1.54756 -1.21596
H 3.15025 -4.40173 -2.89816
H 5.62998 -4.59981 -1.96639
H 6.64963 -2.47612 -0.94214
H 5.12699 -0.52628 -0.69478
C 3.39196 1.53955 2.65658
P 2.76984 -0.15911 2.63895
C 1.63818 -0.15285 4.10266
C 4.25473 -1.06981 3.40491
H 3.40258 1.94820 3.68820
H 2.69828 2.18831 2.04573
H 4.40635 1.61863 2.20209
H 2.13979 0.09173 5.08078
H 0.99124 -1.04398 4.27354
H 0.87205 0.61407 3.87135
H 4.75260 -0.31968 4.04171
H 4.93540 -1.37744 2.62282
H 3.81235 -1.88607 3.96256
C 2.22540 1.91843 -3.59468
C 1.67504 2.75262 -4.81165
N 0.35093 3.32165 -4.55153
C -0.53387 2.10573 -4.38018
C -0.03977 1.13586 -3.28122
N 1.16317 1.66903 -2.52448
C 0.83291 3.04506 -2.04015
C 0.40722 4.05288 -3.21977
H 3.12108 2.38001 -3.14591
H 2.61127 0.97335 -3.92365
H 1.64610 2.12009 -5.74837
H 2.42843 3.52756 -5.06722
H -0.64256 1.57299 -5.40702
H -1.56430 2.45059 -4.17157
H 0.18664 0.13732 -3.73587
H -0.86188 0.93878 -2.54848
H 1.75391 3.49564 -1.58741
H 0.05927 3.00038 -1.25774
H 1.17299 4.87059 -3.22048
H -0.57341 4.39840 -2.99490
```

Calculated values
lowest unoccupied orbital energy (spin up / spin down)	-0.606 / -0.522	eV
orbital gap (spin up / spin down)	5.778 / 6.060	eV
HOMO level (spin up / spin down)	-6.4 / -6.6	eV
molar mass	677.6	g mol⁻¹